No. 1
C5H10O2 | ωB97M-V/def2-TZVPD

The geometry in XYZ format:
```
17
Properties=species:S:1:pos:R:3:mulliken_charge:R:1
C 1.570 -1.473 0.257 -0.757
O 1.413 -0.119 0.593 -0.385
C 0.940 0.691 -0.493 -0.530
C -0.458 0.263 -0.794 -0.294
C -0.921 -0.127 0.889 -0.690
C -1.689 0.640 -0.052 0.267
O -1.947 1.959 0.292 -0.555
H 0.817 -1.854 -0.454 0.350
H 1.495 -2.074 1.172 0.231
H 2.566 -1.589 -0.172 0.300
H 0.998 1.718 -0.126 0.245
H 1.632 0.572 -1.342 0.339
H -0.601 -0.381 -1.678 0.325
H -1.083 -1.169 1.138 0.296
H -0.468 0.435 1.723 0.210
H -2.510 0.045 -0.446 0.295
H -1.754 2.462 -0.507 0.353
```

Computed properties:
F_max = 1.49 eV Å⁻¹
Kohn-Sham gap = 9.325 eV
SMILES string = COC[C@H]1C[C@H]1O
LUMO level = 0.9 eV

No. 2
C57H130N6O11 | ωB97M-V/def2-TZVPD

The geometry in XYZ format:
```
204
Properties=species:S:1:pos:R:3:mulliken_charge:R:1
C -2.021 -1.631 -4.026 -0.825
C -1.277 -2.727 -4.762 1.665
C -0.357 -3.462 -3.763 -0.638
C -1.247 -4.403 -2.889 0.233
C -1.833 -5.427 -3.823 -1.756
C -2.897 -4.714 -4.725 1.733
N -2.195 -3.675 -5.500 0.187
O -3.115 -2.897 -6.294 -0.498
C -3.330 -5.762 -5.765 -1.858
C -4.156 -4.195 -4.003 -1.648
C -0.449 -2.093 -5.866 -1.917
H -2.831 -1.255 -4.662 0.739
H -1.345 -0.824 -3.786 -0.233
H -2.449 -1.967 -3.085 -0.075
H 0.355 -4.078 -4.307 0.645
H 0.232 -2.658 -3.327 -0.604
H -1.966 -3.878 -2.240 0.261
H -0.614 -4.957 -2.184 0.046
H -2.372 -6.267 -3.323 0.493
H -1.058 -5.744 -4.501 0.398
H -3.602 -6.704 -5.199 0.387
H -4.222 -5.489 -6.353 0.389
H -2.476 -6.091 -6.405 0.400
H -3.955 -3.653 -3.062 0.211
H -4.652 -3.523 -4.743 0.377
H -4.836 -5.022 -3.772 0.444
H -1.108 -1.504 -6.474 0.478
H -0.054 -2.947 -6.413 0.569
H 0.253 -1.414 -5.352 0.053
H -2.844 -3.253 -7.178 0.391
C 2.485 3.423 2.028 -1.869
C 1.670 3.712 3.337 1.242
C 1.065 5.205 3.349 -1.435
C 0.039 5.413 4.396 -0.791
C -1.024 4.376 4.182 -1.398
C -0.503 2.930 4.348 1.760
N 0.543 2.775 3.331 0.464
O 0.954 1.439 3.162 2.601
C -0.131 2.635 5.826 -1.290
C -1.594 1.991 3.922 -1.074
C 2.619 3.538 4.591 -1.279
H 1.831 3.338 1.163 0.066
H 3.018 2.472 2.127 0.142
H 3.194 4.214 1.841 0.541
H 1.881 5.903 3.346 0.387
H 0.662 5.204 2.340 0.470
H -0.476 6.388 4.308 0.437
H 0.461 5.334 5.390 0.413
H -1.256 4.393 3.121 0.223
H -1.944 4.429 4.741 0.596
H -1.005 2.641 6.522 0.474
H 0.211 1.616 5.926 -0.190
H 0.623 3.345 6.200 0.245
H -1.664 2.034 2.831 -0.585
H -1.293 0.943 4.120 -0.379
H -2.504 2.255 4.425 0.865
H 3.637 3.885 4.437 0.463
H 2.826 2.483 4.821 -0.037
H 2.296 3.998 5.540 0.336
H 1.637 1.227 3.829 -0.923
C -4.181 0.987 0.358 -1.362
C -4.672 2.463 0.553 1.820
C -3.475 3.394 0.568 -0.852
C -2.787 3.529 -0.772 1.561
C -3.834 4.096 -1.709 -2.160
C -5.040 3.165 -1.883 2.028
N -5.547 2.907 -0.517 0.144
O -6.658 2.018 -0.568 -0.556
C -6.145 3.860 -2.670 -1.980
C -4.606 1.897 -2.658 -0.593
C -5.485 2.461 1.819 -1.929
H -3.949 0.615 1.371 0.514
H -3.274 0.928 -0.231 0.348
H -4.909 0.263 -0.060 0.211
H -3.998 4.354 0.836 0.574
H -2.837 3.100 1.407 -0.775
H -2.450 2.557 -1.116 -0.924
H -1.880 4.128 -0.694 0.629
H -3.401 4.208 -2.703 0.247
H -4.318 5.027 -1.451 0.569
H -6.649 4.642 -2.081 0.453
H -5.709 4.316 -3.569 0.382
H -6.954 3.202 -2.965 0.377
H -3.566 1.607 -2.500 -0.307
H -5.207 1.003 -2.503 0.145
H -4.582 2.211 -3.707 0.516
H -4.775 2.324 2.623 0.289
H -6.194 1.643 1.736 0.399
H -6.066 3.380 1.876 0.462
H -6.399 1.133 -0.890 0.402
C 1.446 -4.301 0.659 -1.221
C 1.265 -4.396 2.183 2.556
C 1.038 -3.040 2.874 -1.095
C -0.336 -2.584 2.540 1.266
C -1.365 -3.538 3.133 -1.736
C -1.217 -4.943 2.524 2.116
N 0.220 -5.339 2.579 0.034
O 0.397 -6.591 1.850 -0.517
C -1.919 -5.982 3.434 -2.071
C -1.875 -5.129 1.149 -1.882
C 2.578 -5.015 2.719 -2.164
H 0.599 -3.941 0.047 -0.262
H 1.753 -5.246 0.246 0.911
H 2.239 -3.638 0.311 -0.225
H 1.224 -3.284 3.923 0.432
H 1.825 -2.343 2.556 -0.119
H -0.465 -2.556 1.466 -0.278
H -0.539 -1.597 2.946 -0.414
H -2.377 -3.159 3.033 0.523
H -1.199 -3.628 4.236 0.247
H -1.530 -5.936 4.430 0.419
H -2.971 -5.674 3.384 0.392
H -1.888 -6.977 2.984 0.398
H -1.310 -4.674 0.331 0.205
H -2.104 -6.184 0.969 0.427
H -2.823 -4.614 1.130 0.481
H 2.825 -5.897 2.136 0.477
H 2.520 -5.408 3.760 0.405
H 3.313 -4.186 2.755 0.260
H 0.196 -6.438 0.914 0.376
C 0.631 2.010 -5.678 -0.720
C -0.390 2.921 -5.045 0.753
C -1.802 2.368 -5.035 -0.611
O -0.067 3.430 -3.773 -0.483
H 1.625 2.514 -5.729 0.176
H 0.294 1.678 -6.683 0.505
H 0.794 1.080 -5.095 -0.219
H -0.416 3.771 -5.741 0.264
H -2.451 3.059 -4.457 0.014
H -1.810 1.433 -4.462 -0.290
H -2.175 2.208 -6.067 0.505
H 0.807 3.839 -3.827 0.192
C 4.651 -1.555 -0.967 -0.717
C 4.303 -1.811 -2.425 0.285
C 2.871 -1.372 -2.779 0.201
O 5.159 -0.961 -3.099 -0.583
H 4.372 -0.520 -0.826 -0.056
H 5.732 -1.511 -0.804 0.420
H 4.120 -2.205 -0.276 0.080
H 4.586 -2.815 -2.748 0.408
H 2.744 -0.321 -2.513 -0.586
H 2.173 -2.009 -2.195 -0.268
H 2.659 -1.405 -3.844 0.510
H 4.739 -0.116 -3.281 0.233
C -0.924 0.304 -1.402 -1.508
C -0.376 0.337 0.060 2.008
C 1.062 -0.253 0.119 0.562
O -0.300 1.773 0.380 0.142
H -1.917 0.740 -1.528 -0.637
H -0.858 -0.710 -1.721 0.536
H -0.321 0.933 -2.057 -0.235
H -1.091 -0.146 0.790 -0.071
H 1.513 -0.069 1.101 -0.462
H 1.742 0.166 -0.597 -0.643
H 1.084 -1.325 -0.086 -0.118
H -0.014 1.919 1.280 -0.803
C 0.685 -2.767 10.326 -0.702
O 0.577 -1.634 9.463 -0.347
C -0.194 -2.126 8.296 -0.827
C -0.522 -1.103 7.174 -0.689
N 0.609 -1.042 6.253 0.575
C 1.826 -0.467 6.796 -0.709
C 3.030 -0.798 5.962 -0.920
O 2.894 -0.247 4.629 0.332
C 3.892 -0.669 3.766 -0.755
H 1.029 -3.667 9.797 0.305
H -0.278 -3.011 10.828 0.284
H 1.426 -2.573 11.079 0.278
H -1.136 -2.505 8.673 0.602
H 0.407 -2.965 7.880 0.320
H -0.734 -0.184 7.729 0.200
H -1.404 -1.463 6.688 0.520
H 0.430 -0.704 5.332 -0.503
H 1.977 -0.804 7.820 0.666
H 1.802 0.605 6.895 0.139
H 3.180 -1.902 5.826 0.374
H 3.940 -0.393 6.443 0.385
H 3.546 -0.204 2.841 0.075
H 3.947 -1.757 3.744 0.177
H 4.881 -0.260 3.982 0.289
C 2.902 5.573 -4.284 -1.023
O 2.678 4.159 -3.921 -0.141
C 3.115 3.843 -2.587 -1.179
C 3.259 2.330 -2.545 0.611
N 4.009 1.744 -3.672 0.245
C 5.317 2.465 -3.865 -0.452
C 6.148 1.897 -4.971 -0.815
O 5.598 1.905 -6.292 -0.367
C 5.745 3.145 -7.033 -0.561
H 2.255 5.693 -5.160 0.257
H 3.949 5.750 -4.601 0.258
H 2.668 6.304 -3.495 0.383
H 2.372 4.132 -1.825 0.588
H 4.030 4.348 -2.310 0.579
H 2.285 1.824 -2.509 -1.094
H 3.876 2.076 -1.691 0.541
H 3.507 1.908 -4.568 0.069
H 5.911 2.378 -2.971 0.453
H 5.251 3.503 -4.164 0.217
H 6.380 0.830 -4.854 0.294
H 7.072 2.488 -5.039 0.462
H 6.753 3.562 -6.991 0.319
H 5.123 3.974 -6.619 0.142
H 5.424 2.922 -8.063 0.261
```

Computed properties:
F_max = 3.09 eV Å⁻¹
Kohn-Sham gap = 8.739 eV
SMILES string = CC1(C)CCCC(C)(C)N1O.CC1(C)CCCC(C)(C)N1O.CC1(C)CCCC(C)(C)N1O.CC1(C)CCCC(C)(C)N1O.COCCNCCOC.COCCNCCOC.CC(C)O.CC(C)O.CC(C)O
LUMO level = 0.4 eV

No. 3
HNO3S3 | ωB97M-V/def2-TZVPD

The geometry in XYZ format:
```
8
Properties=species:S:1:pos:R:3:mulliken_charge:R:1
N -0.040 0.338 -0.032 -0.464
O -3.498 1.413 -0.277 -0.393
O -3.869 -0.730 -1.323 -0.277
O -1.623 -1.667 -1.624 -0.487
S -1.209 -0.684 0.091 0.355
S -2.898 0.571 -1.247 0.695
S -3.142 -2.174 -1.822 0.313
H 0.861 -0.038 -0.276 0.257
```

Computed properties:
F_max = 2.12 eV Å⁻¹
Kohn-Sham gap = 6.850 eV
LUMO level = -1.9 eV